No. 1
This record from the Open Molecules 2025 dataset describes C15H11N2O2PbS5Sb as an isolated structure in a non-equilibrium geometry. The level of theory is ωB97M-V/def2-TZVPD.

Gap between HOMO and LUMO (alpha / beta), hartree: 0.1246 / 0.1894
HOMO energy (alpha / beta), eV: -7.49 / -7.44
ΔE to the lowest compared entry with this formula, charge and spin, eV: 0.000

```
37
C15H11N2O2PbS5Sb ωB97M-V/def2-TZVPD
Pb 2.46 -0.09 -1.70
S 5.90 -1.14 1.90
Sb 5.30 0.49 0.38
S 2.95 0.93 0.60
S 5.43 -0.50 -1.76
S 6.42 2.51 0.50
O -0.88 -2.96 -1.26
S 0.12 -2.23 -0.50
O 1.55 -2.55 -0.61
N 0.19 -0.64 -0.84
C -0.88 0.14 -1.06
C -2.22 -0.23 -0.84
C -3.25 0.73 -1.03
C -2.96 2.02 -1.46
C -1.63 2.41 -1.76
C -1.29 3.69 -2.29
C 0.03 4.02 -2.53
C 1.02 3.02 -2.33
N 0.75 1.81 -1.86
C -0.56 1.48 -1.55
C -0.31 -2.46 1.22
C 0.32 -1.64 2.14
C -0.10 -1.64 3.48
C -1.09 -2.52 3.91
C -1.66 -3.40 3.00
C -1.29 -3.38 1.65
H -2.45 -1.26 -0.60
H -4.27 0.49 -0.79
H -3.78 2.75 -1.52
H -2.08 4.39 -2.48
H 0.34 5.02 -2.81
H 2.08 3.25 -2.41
H 1.13 -0.97 1.81
H 0.33 -0.93 4.18
H -1.50 -2.49 4.91
H -2.40 -4.09 3.33
H -1.74 -4.05 0.97
```

These are the natural (NBO) partial charges, in e, on atoms 1 to 8:
1. Pb 1.202
2. S -0.236
3. Sb 1.279
4. S -0.821
5. S -0.770
6. S -0.715
7. O -0.921
8. S 2.273

---

No. 2
This record from the Open Molecules 2025 dataset describes C39H51AuN4O3 as an isolated structure. The level of theory is ωB97M-V/def2-TZVPD.

Charge: -2
Gap between HOMO and LUMO, hartree: 0.1996
HOMO energy, eV: -0.79
ΔE to the lowest compared entry with this formula, charge and spin, eV: 0.844

```
98
C39H51AuN4O3 ωB97M-V/def2-TZVPD
Au -0.74 -1.24 0.23
C 1.53 -1.43 -2.98
C 2.74 -0.53 -2.74
C 2.45 0.89 -3.24
C 3.23 -0.56 -1.30
C 4.51 -1.05 -1.07
C 5.05 -1.10 0.20
C 4.28 -0.68 1.27
C 2.98 -0.21 1.09
C 2.14 0.12 2.31
C 2.64 1.36 3.05
C 2.04 -1.08 3.26
C 2.43 -0.10 -0.22
N 1.18 0.41 -0.47
C 0.95 1.70 -0.05
C -1.16 1.76 0.88
N -1.58 0.42 1.12
C -2.98 0.33 1.24
C -3.56 0.06 2.50
C -4.95 -0.01 2.61
C -5.78 0.19 1.51
C -5.21 0.47 0.28
C -3.83 0.53 0.13
C -3.25 0.75 -1.26
C -3.64 -0.38 -2.20
C -3.63 2.12 -1.83
C -2.74 -0.15 3.76
C -1.83 1.03 4.11
C -1.95 -1.46 3.74
H 1.27 -1.45 -4.04
H 0.68 -1.07 -2.41
H 1.74 -2.46 -2.67
H 3.56 -0.92 -3.35
H 1.57 1.28 -2.73
H 2.25 0.88 -4.32
H 3.29 1.56 -3.06
H 5.09 -1.39 -1.92
H 6.06 -1.48 0.36
H 4.68 -0.75 2.28
H 1.13 0.32 1.96
H 3.67 1.21 3.40
H 2.01 1.57 3.91
H 2.62 2.23 2.39
H 3.02 -1.33 3.69
H 1.66 -1.96 2.74
H 1.36 -0.85 4.09
H 1.82 2.37 -0.12
H -1.92 2.46 1.24
H -5.38 -0.22 3.58
H -6.86 0.14 1.63
H -5.85 0.62 -0.58
H -2.16 0.72 -1.16
H -4.73 -0.41 -2.36
H -3.33 -1.34 -1.79
H -3.16 -0.26 -3.17
H -4.72 2.23 -1.90
H -3.21 2.24 -2.83
H -3.24 2.92 -1.20
H -3.48 -0.23 4.57
H -0.99 1.09 3.42
H -1.44 0.90 5.13
H -2.38 1.98 4.07
H -1.18 -1.44 2.97
H -2.61 -2.31 3.54
H -1.47 -1.62 4.71
N 0.18 2.27 1.22
C -0.33 2.41 -0.17
N -0.63 3.69 -0.77
C -0.34 4.87 0.02
C 1.09 5.37 -0.14
C 1.42 5.58 -1.62
C 1.16 4.29 -2.40
C -0.28 3.81 -2.17
H -0.54 4.64 1.06
H -1.03 5.67 -0.29
H 1.77 4.63 0.29
H 1.23 6.31 0.42
H 2.46 5.90 -1.75
H 0.79 6.38 -2.02
H 1.85 3.52 -2.06
H 1.33 4.44 -3.47
H -0.44 2.84 -2.64
H -0.97 4.53 -2.64
O -0.47 -4.58 -2.65
C 0.21 -5.51 -1.97
C 0.51 -6.72 -2.62
C 1.20 -7.71 -1.95
C 1.62 -7.53 -0.64
C 1.32 -6.34 0.00
C 0.63 -5.32 -0.64
C 0.34 -4.04 0.13
O 0.60 -3.98 1.32
O -0.22 -3.12 -0.59
H -0.54 -3.80 -2.02
H 0.18 -6.84 -3.64
H 1.43 -8.64 -2.47
H 2.17 -8.31 -0.12
H 1.62 -6.15 1.02
```

These are the Mulliken partial charges, in e, on atoms 1 to 8:
1. Au 0.366
2. C -1.132
3. C 0.462
4. C -1.244
5. C 0.850
6. C -0.846
7. C -1.346
8. C -0.314

---

No. 3
This record from the Open Molecules 2025 dataset describes a 7-piece molecular cluster, H14O7 overall. The level of theory is ωB97M-V/def2-TZVPD.

Gap between HOMO and LUMO, hartree: 0.4001
HOMO energy, eV: -11.12
SMILES: O.O.O.O.O.O.O
ΔE to the lowest compared entry with this formula, charge and spin, eV: 2.236

```
21
H14O7 ωB97M-V/def2-TZVPD
O -1.14 -0.63 -0.71
H -1.80 -0.08 -1.14
H -1.12 -0.31 0.20
O 0.28 1.02 2.15
H 0.34 0.13 2.53
H 1.02 1.06 1.54
O 1.49 -1.32 -3.46
H 1.06 -0.46 -3.57
H 2.10 -1.18 -2.73
O 2.47 1.11 -0.23
H 2.31 0.37 0.36
H 3.08 1.67 0.26
O 0.56 3.10 -0.10
H 1.16 2.35 -0.20
H 1.11 3.79 0.29
O -4.00 0.93 3.00
H -4.09 0.75 3.94
H -3.74 0.08 2.62
O -0.70 -4.23 -1.40
H -0.26 -4.67 -2.14
H -0.15 -3.46 -1.22
```

These are the natural (NBO) partial charges, in e, on atoms 1 to 8:
1. O -0.951
2. H 0.476
3. H 0.474
4. O -0.919
5. H 0.461
6. H 0.453
7. O -0.939
8. H 0.473

---

No. 4
This record from the Open Molecules 2025 dataset describes the molecule C12H20N2O2S in a non-equilibrium geometry. The level of theory is ωB97M-V/def2-TZVPD.

Gap between HOMO and LUMO, hartree: 0.3360
HOMO energy, eV: -8.58
SMILES: CN1CCC2(CC1)OC(=S)N(C(C)(C)C)C2=O
ΔE to the lowest compared entry with this formula, charge and spin, eV: 0.286

```
37
C12H20N2O2S ωB97M-V/def2-TZVPD
C -4.78 -0.25 1.63
N -3.33 -0.41 1.38
C -2.97 -1.30 0.27
C -1.49 -1.55 0.28
C -0.65 -0.28 0.40
C -1.13 0.50 1.63
C -2.58 0.85 1.44
O -0.86 0.62 -0.74
C 0.36 0.84 -1.28
S 0.45 1.95 -2.50
N 1.46 0.20 -0.66
C 2.89 0.29 -1.06
C 3.38 1.75 -0.74
C 3.08 -0.10 -2.56
C 3.78 -0.69 -0.29
C 0.85 -0.47 0.40
O 1.47 -1.08 1.28
H -5.21 -1.24 1.64
H -5.32 0.33 0.82
H -5.01 0.21 2.54
H -3.23 -0.79 -0.67
H -3.52 -2.28 0.37
H -1.18 -2.11 -0.61
H -1.28 -2.15 1.17
H -1.09 -0.11 2.53
H -0.48 1.38 1.73
H -2.75 1.44 0.52
H -2.89 1.46 2.31
H 3.14 2.05 0.28
H 2.94 2.48 -1.43
H 4.48 1.87 -0.86
H 2.61 -1.06 -2.80
H 4.17 -0.18 -2.81
H 2.60 0.62 -3.28
H 3.86 -0.38 0.74
H 4.79 -0.68 -0.73
H 3.42 -1.73 -0.33
```

These are the natural (NBO) partial charges, in e, on atoms 1 to 8:
1. C -0.398
2. N -0.457
3. C -0.212
4. C -0.423
5. C 0.168
6. C -0.417
7. C -0.222
8. O -0.474